Entry 1:
Entry from the Open Molecules 2025 dataset: a single C8H9N molecule (ωB97M-V/def2-TZVPD).

Geometry as ORCA input:
```
! wB97M-V def2-TZVPD RIJCOSX def2/J DEFGRID3
* xyz 0 1
C 0.111 -0.823 -2.522
C 0.562 0.355 -2.996
C 0.145 -0.783 -1.077
C 0.383 0.679 -0.843
C 0.387 1.324 0.361
C 0.173 0.644 1.568
C -0.705 -0.479 1.599
C -0.733 -1.363 2.757
N 0.723 1.279 -2.046
H 0.066 -1.600 -3.254
H 0.588 0.377 -4.116
H 0.811 2.325 0.446
H 0.540 1.054 2.420
H -1.353 -0.666 0.765
H 0.120 -1.180 3.303
H -0.971 -2.356 2.336
H -1.576 -1.121 3.412
H 0.729 2.333 -2.112
*
```

Kohn-Sham gap (alpha / beta) = 7.016 / 7.019 eV
Energy above the lowest of the compared OMol25 structures with the same formula, charge and spin = 4.620 eV
E_LUMO (alpha / beta) = -0.40 / -0.40 eV

natural (NBO) atomic charge list, values in e, 6 entries: number 1, C, carries -0.420; number 2, C, carries 0.047; number 3, C, carries -0.130; number 4, C, carries -0.017; number 5, C, carries -0.113; number 6, C, carries -0.304

=====

Entry 2:
Entry from the Open Molecules 2025 dataset: a single C3H5NO molecule (ωB97M-V/def2-TZVPD).

Geometry as ORCA input:
```
! wB97M-V def2-TZVPD RIJCOSX def2/J DEFGRID3
* xyz 0 1
O -2.147 -0.164 -1.185
C -0.948 -0.283 -1.169
N -0.217 -0.610 -0.032
C 1.092 -0.066 0.233
C -0.086 0.329 1.059
H -0.321 -0.164 -2.075
H 1.814 -0.774 0.632
H 1.500 0.662 -0.467
H -0.502 1.320 0.887
H -0.222 -0.063 2.063
*
```

Kohn-Sham gap = 10.900 eV
Energy above the lowest of the compared OMol25 structures with the same formula, charge and spin = 1.366 eV
E_LUMO = 0.93 eV
SMILES = O=CN1CC1

natural (NBO) atomic charge list, values in e, 6 entries: number 1, O, carries -0.542; number 2, C, carries 0.539; number 3, N, carries -0.440; number 4, C, carries -0.248; number 5, C, carries -0.229; number 6, H, carries 0.104

=====

Entry 3:
Entry from the Open Molecules 2025 dataset: a molecular structure, C15H20N7O4Pd (ωB97M-V/def2-TZVPD).

Geometry as ORCA input:
```
! wB97M-V def2-TZVPD RIJCOSX def2/J DEFGRID3
* xyz 1 1
Pd 1.028 -0.674 -1.963
C 1.916 -5.777 -0.380
O 2.519 -4.488 -0.590
C 1.788 -3.429 -0.873
O 2.320 -2.345 -1.039
N 0.437 -3.587 -0.943
N -0.357 -2.488 -1.274
H 2.737 -6.447 -0.159
H 1.411 -6.120 -1.283
H 1.233 -5.751 0.470
H 0.014 -4.499 -0.930
H -1.034 -2.322 -0.538
H -0.816 -2.649 -2.171
O -0.160 -2.316 -4.067
N 0.408 -1.274 -3.781
C 0.975 -0.425 -4.613
C 1.553 0.677 -3.890
N 1.991 1.506 -3.210
C 1.043 -0.579 -6.027
N 1.102 -0.718 -7.166
C -3.025 4.298 1.570
C -2.475 3.498 2.741
N -1.496 2.481 2.326
C -1.886 1.080 2.431
C -2.910 0.656 1.388
C -0.250 2.918 2.030
O 0.107 4.076 2.147
C 0.751 1.929 1.486
C 1.980 1.770 2.110
C 2.940 0.960 1.528
C 2.648 0.332 0.334
N 1.467 0.506 -0.281
C 0.540 1.289 0.284
H -3.754 5.027 1.925
H -3.514 3.648 0.842
H -2.220 4.839 1.074
H -3.274 2.976 3.267
H -1.983 4.169 3.444
H -2.306 0.924 3.428
H -0.995 0.458 2.370
H -3.812 1.265 1.453
H -3.201 -0.383 1.555
H -2.513 0.749 0.374
H 2.180 2.289 3.039
H 3.908 0.821 1.988
H 3.361 -0.313 -0.155
H -0.377 1.440 -0.273
*
```

Kohn-Sham gap (alpha / beta) = 6.628 / 6.627 eV
Energy above the lowest of the compared OMol25 structures with the same formula, charge and spin = 0.915 eV
E_LUMO (alpha / beta) = -5.49 / -5.49 eV

natural (NBO) atomic charge list, values in e, 6 entries: number 1, Pd, carries 1.004; number 2, C, carries -0.279; number 3, O, carries -0.460; number 4, C, carries 0.908; number 5, O, carries -0.686; number 6, N, carries -0.494

=====

Entry 4:
Entry from the Open Molecules 2025 dataset: 2 unconnected molecules or ions with the total composition C5H10O2 (ωB97M-V/def2-TZVPD).

Geometry as ORCA input:
```
! wB97M-V def2-TZVPD RIJCOSX def2/J DEFGRID3
* xyz 0 1
C -1.796 -0.427 1.646
O -0.450 -0.176 1.299
C -0.200 0.946 0.588
C 0.939 1.105 -0.086
C 1.913 -0.028 -0.293
C 1.480 -0.626 -1.611
O 0.850 -1.651 -1.724
H -2.314 0.500 1.925
H -1.780 -1.102 2.504
H -2.329 -0.907 0.818
H -0.973 1.718 0.615
H 1.098 2.033 -0.626
H 2.945 0.336 -0.348
H 1.825 -0.784 0.490
H 1.697 0.006 -2.500
H -1.660 -0.177 -1.258
H -1.244 -0.766 -1.439
*
```

Kohn-Sham gap = 9.800 eV
Energy above the lowest of the compared OMol25 structures with the same formula, charge and spin = 3.403 eV
E_LUMO = 1.09 eV
SMILES = CO/C=C\CC=O.[H][H]

natural (NBO) atomic charge list, values in e, 6 entries: number 1, C, carries -0.247; number 2, O, carries -0.515; number 3, C, carries 0.163; number 4, C, carries -0.298; number 5, C, carries -0.544; number 6, C, carries 0.459

=====

Entry 5:
Entry from the Open Molecules 2025 dataset: a single C25H27N3O5S molecule (ωB97M-V/def2-TZVPD).

Geometry as ORCA input:
```
! wB97M-V def2-TZVPD RIJCOSX def2/J DEFGRID3
* xyz 0 1
C -3.134 -4.388 0.297
C -3.803 -3.083 0.485
N -4.801 -2.889 1.305
O -5.160 -1.580 1.225
C -4.369 -0.949 0.336
C -4.530 0.442 0.051
C -5.477 1.205 0.631
C -5.664 2.594 0.356
C -6.598 3.478 0.857
C -6.338 4.719 0.246
C -5.271 4.511 -0.580
O -4.860 3.241 -0.521
C -3.473 -1.869 -0.171
S -2.188 -1.684 -1.365
O -2.344 -2.700 -2.363
O -2.168 -0.311 -1.799
N -0.879 -2.093 -0.413
C 0.213 -2.765 -1.085
C 1.090 -1.780 -1.855
C 1.592 -0.626 -0.971
C 2.623 -1.099 0.041
O 2.555 -2.179 0.602
N 3.675 -0.274 0.303
C 4.033 0.999 -0.153
C 3.256 2.039 -0.638
C 3.885 3.224 -1.002
C 5.251 3.387 -0.873
C 6.025 2.361 -0.346
C 5.412 1.185 0.018
C 6.016 -0.039 0.635
C 4.780 -0.813 1.113
C 4.492 -0.584 2.594
C 0.399 0.017 -0.243
C -0.438 -1.043 0.476
H -2.127 -4.341 0.707
H -3.698 -5.170 0.795
H -3.051 -4.594 -0.768
H -3.842 0.842 -0.678
H -6.158 0.773 1.350
H -7.365 3.254 1.569
H -6.867 5.638 0.396
H -4.738 5.171 -1.236
H -0.233 -3.488 -1.768
H 0.805 -3.283 -0.328
H 1.939 -2.312 -2.288
H 0.496 -1.351 -2.667
H 2.065 0.108 -1.628
H 2.185 1.974 -0.718
H 3.283 4.035 -1.384
H 5.715 4.317 -1.164
H 7.090 2.485 -0.214
H 6.686 0.201 1.460
H 6.582 -0.604 -0.109
H 4.849 -1.887 0.921
H 3.570 -1.089 2.869
H 5.301 -0.984 3.199
H 4.389 0.481 2.796
H 0.743 0.751 0.489
H -0.237 0.515 -0.977
H 0.148 -1.513 1.272
H -1.329 -0.585 0.911
*
```

Kohn-Sham gap = 7.806 eV
Energy above the lowest of the compared OMol25 structures with the same formula, charge and spin = 3.746 eV
E_LUMO = -0.25 eV
SMILES = Cc1noc(/C=C/c2ccco2)c1S(=O)(=O)N1CCC(C(=O)N2c3ccccc3C[C@H]2C)CC1

natural (NBO) atomic charge list, values in e, 6 entries: number 1, C, carries -0.660; number 2, C, carries 0.200; number 3, N, carries -0.127; number 4, O, carries -0.286; number 5, C, carries 0.415; number 6, C, carries -0.293

=====

Entry 6:
Entry from the Open Molecules 2025 dataset: a molecular structure, C54H52FMoN2O7 (ωB97M-V/def2-TZVPD).

Geometry as ORCA input:
```
! wB97M-V def2-TZVPD RIJCOSX def2/J DEFGRID3
* xyz 3 1
Mo 0.397 0.101 0.330
C -3.146 0.056 6.996
C -2.350 -1.229 6.808
C -3.236 -2.441 7.008
C -2.487 -3.733 6.735
C -1.939 -3.718 5.334
C -1.762 -4.875 4.620
C -1.267 -4.849 3.312
F -1.113 -5.998 2.673
C -0.941 -3.684 2.689
C -1.087 -2.485 3.407
C -0.679 -1.254 2.839
O -0.236 -1.228 1.588
C -0.692 -0.112 3.624
C -1.224 -0.177 4.908
N -1.712 -1.285 5.422
C -1.595 -2.494 4.725
C 0.050 1.091 3.205
O 0.547 1.882 3.947
O 0.267 1.186 1.866
H -3.703 -0.026 7.928
H -3.867 0.188 6.185
H -2.529 0.950 7.080
H -1.525 -1.262 7.520
H -4.106 -2.366 6.349
H -3.598 -2.424 8.034
H -3.139 -4.595 6.868
H -1.665 -3.850 7.448
H -2.012 -5.834 5.062
H -0.565 -3.677 1.677
H -1.256 0.719 5.513
C -1.970 1.679 -5.319
C -0.736 0.826 -5.158
C -0.139 0.411 -6.476
O -1.034 -0.341 -4.394
C -0.797 -0.046 -3.053
C 0.357 0.990 -3.095
O 0.271 1.519 -4.381
C 0.284 2.144 -2.040
O 0.497 1.494 -0.726
C -1.074 2.844 -2.037
C -1.303 3.848 -2.973
C -2.540 4.473 -3.032
C -3.551 4.118 -2.150
C -3.325 3.128 -1.205
C -2.091 2.495 -1.152
C 1.413 3.158 -2.177
C 2.379 3.080 -3.171
C 3.342 4.081 -3.278
C 3.347 5.150 -2.398
C 2.400 5.212 -1.375
C 1.441 4.220 -1.267
C -0.607 -1.376 -2.267
O -0.012 -0.936 -0.993
C -1.989 -1.962 -2.041
C -2.562 -2.673 -3.089
C -3.849 -3.173 -2.963
C -4.567 -2.980 -1.789
C -4.002 -2.262 -0.746
C -2.717 -1.749 -0.877
C 0.373 -2.411 -2.784
C 0.470 -3.593 -2.045
C 1.369 -4.579 -2.411
C 2.177 -4.398 -3.529
C 2.094 -3.221 -4.258
C 1.201 -2.221 -3.885
H -2.658 1.181 -6.002
H -1.694 2.646 -5.742
H -2.475 1.838 -4.364
H -0.803 -0.309 -6.956
H 0.840 -0.048 -6.333
H -0.035 1.278 -7.126
H -1.675 0.421 -2.597
H 1.322 0.494 -2.942
H -0.513 4.138 -3.655
H -2.711 5.243 -3.775
H -4.513 4.613 -2.194
H -4.108 2.851 -0.509
H -1.942 1.730 -0.405
H 2.375 2.269 -3.887
H 4.081 4.027 -4.067
H 4.074 5.944 -2.514
H 2.396 6.051 -0.689
H 0.675 4.288 -0.498
H -2.003 -2.829 -4.005
H -4.293 -3.718 -3.788
H -5.567 -3.384 -1.690
H -4.561 -2.098 0.167
H -2.306 -1.187 -0.053
H -0.196 -3.752 -1.202
H 1.428 -5.498 -1.841
H 2.855 -5.182 -3.843
H 2.719 -3.078 -5.130
H 1.135 -1.321 -4.479
C 3.043 3.858 2.541
N 3.168 2.371 2.376
C 4.274 1.832 3.225
C 3.300 2.038 0.902
C 3.496 0.577 0.577
C 4.795 0.122 0.389
C 5.074 -1.217 0.128
C 4.038 -2.137 0.060
C 2.730 -1.703 0.200
C 2.459 -0.359 0.446
H 2.949 4.089 3.598
H 2.155 4.200 2.016
H 3.931 4.336 2.133
H 2.286 1.986 2.725
H 5.218 2.241 2.871
H 4.296 0.749 3.160
H 4.105 2.139 4.252
H 4.158 2.604 0.549
H 2.419 2.442 0.424
H 5.612 0.836 0.436
H 6.099 -1.532 -0.026
H 4.237 -3.185 -0.126
H 1.929 -2.423 0.097
*
```

Kohn-Sham gap = 5.610 eV
E_LUMO = -9.81 eV

Mulliken atomic charge list, values in e, 6 entries: number 1, Mo, carries 1.023; number 2, C, carries -1.662; number 3, C, carries 0.354; number 4, C, carries -0.998; number 5, C, carries -1.054; number 6, C, carries 0.791

=====

| no. | strongest force on any atom (eV/Å) | total energy (Eh) |
| --- | --- | --- |
| 1 | 5.8 | -364.80953 |
| 2 | 0.5 | -247.25704 |
| 3 | 1.9 | -1395.37642 |
| 4 | 0.5 | -346.90038 |
| 5 | 1.4 | -1907.46787 |
| 6 | 2.5 | -2892.39241 |